Record 1
{"formula": "C6H11N3OS2", "method": "wB97M-V/def2-TZVPD", "e_lumo_ev": 0.6, "total_charge": 0, "relative_energy_kcal_mol": 96.2, "smiles": "[H]/N=c1\\sc(SCC)nn1CCO", "homo_energy_ev": -8.018, "fmax_ev_per_a": 5.78, "symbols": ["S", "S", "O", "N", "N", "N", "C", "C", "C", "C", "C", "C", "H", "H", "H", "H", "H", "H", "H", "H", "H", "H", "H"], "coordinates": [[1.043962, 1.481945, -1.725291], [-1.297528, -0.318449, -1.701542], [1.148389, -1.796193, 1.713850], [-2.453799, -2.006924, 0.264038], [-0.443404, 0.885673, 0.463741], [-1.401771, -0.026825, 0.868570], [-0.982872, -1.049465, 2.080917], [0.422456, -0.915878, 2.420898], [2.110740, 2.102550, -0.457365], [2.930243, 0.872799, 0.084528], [-1.956184, -0.831379, -0.162836], [-0.257865, 0.640847, -0.825287], [0.387284, -1.584158, 3.361824], [3.965814, 1.279423, 0.401568], [-2.844616, -2.268923, -0.684498], [0.781612, 0.182434, 2.488358], [3.223499, 0.198286, -0.877508], [2.920574, 2.611738, -1.360650], [2.030253, -1.785876, 1.747224], [1.652057, 2.937880, 0.221774], [-1.728737, -0.756892, 2.907364], [-1.325470, -2.203852, 2.025246], [2.301392, 0.263231, 0.868248]], "forces_ev_per_angstrom": [[-1.928, -0.061, -0.351], [-1.441, -1.183, -0.766], [-3.264, -1.815, -4.259], [-0.984, 3.116, -4.769], [0.677, -2.064, -2.523], [-0.869, -2.858, 0.711], [-4.097, 0.654, 0.440], [-0.025, 0.187, 4.303], [2.579, 1.137, -2.064], [0.921, -0.255, -0.577], [0.618, -2.628, 4.203], [2.483, 3.790, 2.031], [-0.011, 2.435, 0.476], [-1.792, -0.913, 0.321], [0.128, -1.097, 1.326], [-0.360, -1.915, 0.116], [-1.039, 1.411, 2.429], [-2.212, -0.862, 3.048], [5.126, 0.585, 0.641], [1.067, -1.887, -1.167], [1.644, 0.110, -0.903], [1.126, 2.888, -1.119], [1.652, 1.224, -1.548]]}

Record 2
{"formula": "C17H21N5O2STc", "method": "wB97M-V/def2-TZVPD", "e_lumo_ev": [-14.2, -18.4], "total_charge": 4, "homo_energy_ev": [-20.804, -19.840], "spin_multiplicity": 4, "fmax_ev_per_a": 7.56, "symbols": ["Tc", "S", "O", "O", "N", "N", "N", "N", "N", "C", "C", "C", "C", "C", "C", "C", "C", "C", "C", "C", "C", "C", "C", "C", "C", "C", "H", "H", "H", "H", "H", "H", "H", "H", "H", "H", "H", "H", "H", "H", "H", "H", "H", "H", "H", "H", "H"], "coordinates": [[-0.176482, 0.105849, -0.353496], [-1.960385, 1.193456, 0.795801], [2.227724, 1.228234, 1.153574], [0.485327, -2.450591, 1.165673], [-0.630618, 0.258271, 3.016666], [-2.788659, -0.134820, 3.024437], [-0.744308, 5.073902, -0.558908], [4.231804, -2.081150, -1.240080], [-4.288237, -1.685137, -0.249317], [-1.801952, 0.159622, -2.603246], [-1.133621, -1.073174, -2.609192], [-2.365466, -0.506701, 4.363460], [-6.354577, -3.201952, 0.250502], [0.198993, -1.496801, 0.547287], [-1.064460, 1.344097, -2.563213], [6.032830, -3.974633, -1.002827], [0.711324, 7.184115, -0.013223], [-0.840491, -0.448464, 4.267314], [-5.199002, -2.367616, -0.019665], [0.263418, -1.129536, -2.554024], [0.331991, 1.293195, -2.463104], [-1.777092, 0.405211, 2.326616], [-0.102509, 6.014092, -0.310082], [1.302549, 0.837103, 0.540493], [1.002134, 0.056048, -2.459093], [5.021174, -2.931927, -1.144640], [-0.420324, -1.465816, 4.241145], [0.792909, -2.079567, -2.528324], [-2.753919, -1.482871, 4.658201], [-1.553234, 2.316825, -2.614523], [0.081738, 8.078044, 0.050074], [6.430994, -3.995422, 0.021738], [-6.105069, -3.969276, 0.993256], [1.464897, 7.344201, -0.794219], [-3.738012, -0.203024, 2.662932], [-1.706638, -1.991443, -2.713105], [-7.178153, -2.584861, 0.628427], [5.616429, -4.963878, -1.231177], [-2.892408, 0.188222, -2.694839], [0.899309, 2.217417, -2.395836], [-6.682245, -3.696073, -0.671154], [6.871041, -3.800915, -1.692168], [-0.385683, 0.108811, 5.093970], [2.088438, 0.009055, -2.436794], [-2.730205, 0.225423, 5.095513], [1.238586, 7.048095, 0.938711], [0.278738, 0.611161, 2.719058]], "forces_ev_per_angstrom": [[-2.885, 1.406, -4.028], [0.982, -0.307, -0.692], [-4.210, -1.702, -2.926], [-1.330, 4.113, -2.925], [0.080, 0.547, -1.404], [0.776, 1.049, -1.880], [-0.002, -0.441, -0.015], [-1.086, 0.962, -0.099], [-0.643, -0.610, 0.408], [-0.603, -0.589, 0.003], [-0.714, -0.361, 0.139], [-0.324, 0.031, 1.222], [-0.340, -0.261, 0.076], [1.642, -6.048, 4.229], [0.411, 0.801, 0.527], [-1.138, 0.061, -0.558], [0.310, -0.782, -0.101], [0.201, -0.619, 0.912], [1.036, 0.860, -0.346], [0.488, -0.175, 0.755], [0.240, 0.577, 0.177], [-0.672, -1.523, 2.312], [0.561, 1.095, 0.144], [5.306, 2.473, 3.598], [0.527, 0.025, 0.186], [2.184, -1.969, 0.291], [0.161, 0.369, -0.162], [-0.185, 0.044, -0.204], [0.113, 0.063, -0.178], [-0.005, -0.169, 0.091], [-0.174, 0.141, 0.030], [0.171, 0.243, 0.133], [-0.048, 0.186, -0.174], [-0.305, 0.000, -0.092], [0.160, 0.087, 0.131], [0.000, 0.088, 0.170], [0.178, -0.124, -0.079], [-0.138, 0.241, 0.104], [0.313, -0.066, 0.160], [-0.031, -0.083, -0.165], [0.086, 0.109, 0.163], [0.175, 0.343, 0.105], [-0.101, -0.208, -0.162], [-0.102, 0.091, 0.010], [-0.124, -0.094, -0.265], [-0.305, 0.065, 0.028], [-0.635, 0.060, 0.352]]}

Record 3
{"formula": "C29H40CrN3O4Si3", "method": "wB97M-V/def2-TZVPD", "e_lumo_ev": [4.6, 4.6], "total_charge": -2, "relative_energy_kcal_mol": 62.8, "homo_energy_ev": [-0.657, -1.101], "spin_multiplicity": 4, "fmax_ev_per_a": 2.69, "symbols": ["Cr", "Si", "Si", "Si", "O", "O", "O", "O", "N", "N", "N", "C", "C", "C", "C", "C", "C", "C", "C", "C", "C", "C", "C", "C", "C", "C", "C", "C", "C", "C", "C", "C", "C", "C", "C", "C", "C", "C", "C", "C", "H", "H", "H", "H", "H", "H", "H", "H", "H", "H", "H", "H", "H", "H", "H", "H", "H", "H", "H", "H", "H", "H", "H", "H", "H", "H", "H", "H", "H", "H", "H", "H", "H", "H", "H", "H", "H", "H", "H", "H"], "coordinates": [[-0.843164, 0.146355, -0.117083], [1.231915, -1.560403, 1.562311], [2.051532, 1.433769, 1.298098], [2.117732, -0.337854, -1.227465], [-1.262894, 1.038925, 1.380724], [-0.993161, -1.586224, 0.871163], [-0.472570, 1.850638, -1.092693], [-1.999546, -4.465909, 2.149031], [-0.501564, -0.984723, -1.952602], [-2.725350, 0.458183, -0.621219], [-2.804559, 1.809537, -1.062242], [3.969150, 1.386994, 1.360148], [-3.946557, -3.429456, 2.179286], [-1.271727, -2.238415, -3.829419], [-0.652459, -4.788216, 2.423122], [-0.521984, 4.445707, -2.058814], [-2.896288, 4.300072, -2.314655], [-2.595388, -3.240728, 1.850834], [-3.070391, 0.315646, 0.637172], [0.778115, -1.153826, -2.345441], [-0.537754, 5.710816, -2.635636], [-1.650578, 2.348924, -1.280460], [-3.220151, -1.034928, 1.220546], [-4.537432, -1.245293, 1.611501], [-2.915292, 5.560564, -2.889499], [1.466196, -0.092863, 0.431297], [-1.732741, 6.276687, -3.053494], [0.213523, -1.266679, 3.143779], [1.060110, -1.852284, -3.520371], [1.697303, 3.122072, 0.532054], [-1.491439, -1.514175, -2.669779], [-2.163584, -1.987697, 1.302007], [0.033854, -2.404878, -4.267270], [-4.934449, -2.477797, 2.083546], [-1.698131, 3.725981, -1.886789], [2.541381, 1.247168, -2.160575], [1.536838, 1.683820, 3.087953], [2.806046, -1.859805, 2.650541], [1.248979, -3.160098, 0.480544], [3.707775, -1.377304, -1.405310], [-0.115790, -4.881589, 1.497671], [1.670026, -4.006489, 1.032638], [4.396505, 1.405248, 0.352287], [3.718211, -1.996060, 2.051408], [0.790197, -0.726168, 3.887433], [2.330738, 3.332397, -0.334689], [0.651881, 3.191282, 0.241117], [-2.487753, -1.325999, -2.285072], [3.309681, 1.818754, -1.635449], [-5.243794, -0.430363, 1.497718], [2.091293, -1.970124, -3.832696], [1.969218, 2.627644, 3.440842], [-1.745147, 7.262258, -3.505778], [1.647045, 1.865361, -2.258060], [2.920266, 1.016054, -3.162975], [-0.665396, -0.662600, 2.905844], [3.580925, -2.402953, -1.073235], [-3.503260, 1.153095, 1.174590], [-3.806589, 3.730395, -2.185312], [0.411627, 4.002776, -1.739189], [-0.200357, -4.118565, 3.140370], [1.902936, 3.886709, 1.289390], [1.886886, 0.896038, 3.746769], [-0.062010, -2.199485, 3.634068], [4.375802, 2.245052, 1.910656], [-5.956093, -2.693060, 2.371306], [4.309847, 0.473029, 1.852987], [2.961278, -1.005506, 3.309599], [4.471310, -0.910893, -0.776675], [0.394486, 6.250797, -2.758029], [2.683803, -2.753145, 3.276267], [2.051022, -3.041142, -0.249949], [-2.109932, -2.650579, -4.376206], [-0.715866, -5.780119, 2.882411], [0.245218, -2.958679, -5.175788], [4.093776, -1.405190, -2.432564], [-4.189500, -4.412064, 2.566674], [0.445839, 1.733654, 3.132033], [-3.858163, 5.986571, -3.215282], [0.328539, -3.348643, -0.061974]], "forces_ev_per_angstrom": [[2.328, 0.278, 1.323], [0.574, 0.276, 0.325], [0.244, -0.228, -0.271], [0.083, 0.158, 0.394], [-0.869, -0.373, 0.126], [-0.849, -1.488, -0.608], [-0.700, -0.327, -0.429], [0.387, -0.098, -0.376], [0.381, -0.257, -0.242], [-0.663, 0.080, -1.146], [-0.349, -0.040, -0.034], [-0.013, 0.107, 0.109], [-0.059, -0.032, 0.165], [0.041, -0.002, -0.039], [-0.809, -0.196, -0.026], [0.123, 0.051, -0.066], [-0.037, -0.009, 0.030], [-0.572, -0.105, 0.469], [1.760, 0.932, 1.045], [0.122, -0.025, -0.029], [-0.009, -0.018, 0.010], [-0.124, 0.462, -0.535], [-1.106, 0.322, 0.186], [0.173, -0.010, -0.095], [0.029, 0.005, 0.005], [-0.549, -0.045, 0.292], [-0.020, -0.016, -0.004], [-0.434, 0.194, -0.117], [-0.022, -0.080, 0.011], [0.033, 0.090, 0.019], [-0.051, 0.062, 0.042], [-0.454, 0.325, -0.127], [-0.035, 0.027, 0.021], [0.073, -0.035, -0.035], [-0.025, 0.018, 0.024], [-0.015, 0.005, -0.182], [-0.083, 0.050, 0.020], [0.684, -0.245, -0.763], [0.997, 0.259, 0.308], [-0.009, 0.070, -0.316], [0.531, 0.170, -0.118], [-0.593, -0.189, 0.177], [0.008, -0.015, 0.009], [0.054, -0.028, 0.113], [0.214, 0.003, 0.015], [-0.095, -0.003, -0.003], [0.038, -0.007, 0.065], [-0.001, 0.029, 0.019], [0.002, -0.012, -0.025], [0.006, 0.011, 0.024], [0.003, 0.000, 0.024], [-0.047, 0.011, -0.065], [-0.006, 0.001, 0.002], [0.020, 0.010, 0.049], [-0.011, -0.033, 0.012], [0.019, -0.085, 0.222], [0.104, -0.097, 0.056], [-0.395, -0.125, -0.132], [0.012, -0.017, 0.020], [-0.044, -0.026, 0.010], [0.330, 0.326, -0.082], [0.054, -0.006, 0.008], [0.048, -0.066, 0.114], [-0.251, -0.174, -0.061], [-0.003, -0.006, -0.020], [0.002, -0.006, 0.008], [0.023, -0.020, -0.008], [0.070, 0.030, 0.026], [-0.005, 0.005, 0.019], [-0.009, 0.017, -0.001], [-0.082, 0.013, 0.008], [-0.187, 0.382, -0.201], [-0.003, -0.007, 0.010], [0.074, 0.028, 0.023], [-0.001, 0.001, -0.001], [-0.027, 0.054, 0.024], [0.048, -0.011, -0.002], [-0.003, -0.021, 0.020], [0.005, 0.012, -0.004], [-0.078, -0.292, 0.160]]}

Record 4
{"formula": "H3NO3Si", "method": "wB97M-V/def2-TZVPD", "e_lumo_ev": -1.0, "total_charge": 0, "relative_energy_kcal_mol": 46.7, "smiles": "O=[SiH2].O=NO", "homo_energy_ev": -9.776, "fmax_ev_per_a": 4.49, "symbols": ["Si", "O", "O", "O", "N", "H", "H", "H"], "coordinates": [[-1.214103, 0.192634, -1.693010], [0.219141, 0.377751, -1.254498], [0.957609, -0.717530, 1.218760], [1.345278, 0.195485, 3.106728], [1.317109, 0.363515, 1.930425], [-2.082863, 1.077439, -1.172484], [0.917396, -0.453934, 0.344386], [-1.459567, -1.035360, -2.480307]], "forces_ev_per_angstrom": [[2.421, -2.313, -0.809], [0.904, 0.031, 0.252], [-0.119, -2.207, 3.906], [-0.193, -0.541, -1.287], [0.382, 1.352, 0.851], [-2.648, 1.806, 0.713], [-0.059, 1.523, -3.546], [-0.687, 0.350, -0.080]]}

Record 5
{"formula": "C24H15Cl2N4OPd", "method": "wB97M-V/def2-TZVPD", "e_lumo_ev": [-3.7, -4.6], "total_charge": 1, "homo_energy_ev": [-10.421, -10.684], "spin_multiplicity": 3, "fmax_ev_per_a": 1.26, "symbols": ["Pd", "Cl", "Cl", "O", "N", "N", "N", "N", "C", "C", "C", "C", "C", "C", "C", "C", "C", "C", "C", "C", "C", "C", "C", "C", "C", "C", "C", "C", "C", "C", "C", "C", "H", "H", "H", "H", "H", "H", "H", "H", "H", "H", "H", "H", "H", "H", "H"], "coordinates": [[12.369235, 6.276103, 6.943602], [9.699980, 3.172433, 7.373304], [5.897370, 8.040042, 6.969458], [11.207237, 5.048801, 5.460959], [12.541716, 6.587534, 8.855430], [10.776224, 8.589951, 5.583706], [14.461814, 5.856373, 7.225822], [10.602614, 7.030624, 7.347475], [9.221763, 4.592496, 6.627600], [7.918473, 5.216601, 6.843356], [10.174138, 6.751368, 8.606096], [12.623318, 6.583539, 11.555881], [11.368231, 6.724006, 9.535964], [11.396459, 6.768995, 10.914395], [7.831218, 6.382576, 5.812637], [16.743556, 5.995106, 6.560212], [9.755055, 10.470692, 6.748225], [9.854932, 7.710309, 6.310023], [7.529196, 7.404838, 6.948922], [13.712960, 6.396103, 9.451151], [14.821811, 6.208222, 8.488455], [7.771472, 6.302194, 8.041735], [8.623194, 8.409138, 6.854847], [17.124738, 6.368936, 7.837385], [10.717120, 9.869933, 5.871764], [8.642996, 9.742540, 7.127945], [8.918652, 6.432863, 8.982825], [15.425276, 5.711222, 6.322268], [10.027593, 5.328873, 5.711297], [9.280116, 6.597236, 5.355329], [16.156864, 6.439406, 8.828166], [13.805536, 6.400203, 10.824525], [17.442395, 5.958166, 5.753330], [16.375408, 6.730797, 9.844673], [11.464234, 10.531094, 5.426492], [7.100164, 6.271240, 5.038270], [18.150931, 6.643747, 8.049751], [6.891746, 6.027598, 8.595329], [12.705333, 6.590373, 12.632061], [9.773382, 11.529427, 6.938568], [8.744220, 6.279999, 10.041003], [9.374567, 6.898066, 4.293578], [14.761778, 6.228021, 11.280368], [15.091649, 5.406713, 5.345124], [7.106337, 4.506925, 6.909596], [10.492292, 6.860383, 11.487127], [7.799599, 10.212383, 7.582960]], "forces_ev_per_angstrom": [[-0.232, -0.139, 0.127], [0.213, 0.010, 0.109], [-0.281, 0.270, 0.040], [0.576, 0.283, -0.567], [-1.077, 0.054, 0.567], [0.156, 1.071, 0.637], [-0.143, 0.230, 0.620], [0.560, 0.508, -0.372], [-0.616, -0.120, -0.317], [0.104, 0.487, 0.226], [0.412, -0.005, 0.822], [0.548, 0.176, -0.355], [0.040, -0.187, -0.789], [0.654, -0.458, 0.269], [0.165, -0.584, 0.874], [0.332, 0.108, 0.557], [0.204, 0.239, -0.502], [-0.755, 0.180, -0.891], [0.529, -0.163, -0.082], [0.242, 0.208, -0.379], [0.672, -0.124, -0.168], [0.618, -0.689, -0.297], [0.237, -0.377, 0.172], [0.022, 0.128, 0.094], [0.237, -1.122, 0.058], [-0.134, -0.931, 0.047], [0.198, 0.403, 0.264], [-0.707, 0.020, -0.516], [0.065, -0.190, 0.361], [-0.018, 0.795, -0.792], [-0.755, -0.085, -0.139], [-0.751, 0.019, 0.129], [0.338, -0.129, -0.290], [0.227, 0.034, -0.039], [-0.150, -0.302, -0.107], [-0.317, 0.085, -0.427], [-0.048, -0.118, 0.031], [-0.461, 0.293, 0.122], [-0.229, -0.003, 0.104], [0.256, 0.173, 0.028], [-0.138, -0.014, -0.063], [0.053, -0.236, 0.582], [0.090, -0.013, 0.349], [-0.035, -0.045, -0.223], [-0.221, -0.138, -0.124], [-0.198, 0.121, 0.061], [-0.481, 0.278, 0.191]]}